The following is a DFT calculation (wB97M-V/def2-TZVPD) of a cluster of 2 separate species, C7H8N3P in total at a distorted geometry.

```
! wB97M-V def2-TZVPD RIJCOSX def2/J DEFGRID3
* xyz 0 1
C 2.481 0.075 -2.808
C 2.650 -0.573 -1.780
C -2.558 -0.622 1.395
C -2.247 1.227 0.022
C -3.155 0.462 0.699
C -0.554 0.214 1.060
C 4.249 -1.112 0.348
N -1.267 -0.761 1.519
N -0.922 1.195 0.276
N -4.560 0.681 0.708
P 2.669 -1.657 -0.457
H 2.507 0.403 -3.809
H -3.174 -1.441 1.926
H -2.710 1.857 -0.661
H 4.148 -0.235 0.907
H 4.890 -0.714 -0.349
H 4.534 -1.930 1.095
H -4.948 0.527 1.644
H -4.683 1.645 0.504
*
```

Energy relative to the best compared isomer or geometry (same formula, charge and spin) in kJ/mol: 303.4
Kohn-Sham gap (alpha / beta) in eV: 7.65 / 8.03
DFT total energy in eV: -21141.4230

Mulliken atomic charge list, values in e, 2 entries:
1 C 0.136
2 C -0.452